15
Properties=species:S:1:pos:R:3:nbo_charge:R:1 method="wB97M-V/def2-TZVPD" lumo_energy_ev=3.792 homo_lumo_gap_ev=7.098 total_charge=-1 e_above_lowest_ev=0.218
C -0.06022 0.59817 0.76936 -0.013
O -0.89886 1.02889 -0.20125 -0.937
C 1.16485 -0.13576 0.19488 -0.445
C 0.82435 -0.94575 -1.03797 -0.056
O 1.86989 -1.87678 -1.39658 -0.754
H -0.55759 -0.03050 1.54266 0.095
H 0.37519 1.41117 1.39290 0.083
H 1.93060 0.60466 -0.07730 0.175
H 1.65140 -0.79771 0.91743 0.155
H 0.68681 -0.27357 -1.88469 0.182
H -0.11350 -1.48175 -0.91284 0.163
H 2.40438 -2.02782 -0.61502 0.451
H -3.54543 1.92668 0.68123 0.434
H -2.36847 0.98856 0.17116 0.510
O -3.36339 1.01150 0.45605 -1.046

***

17
Properties=species:S:1:pos:R:3:nbo_charge:R:1 method="wB97M-V/def2-TZVPD" lumo_energy_ev=2.995 homo_lumo_gap_ev=8.189 total_charge=-1 e_above_lowest_ev=0.017
O 0.88678 -1.36874 -0.65889 -0.817
C 0.52291 -0.16551 -0.65316 0.799
O 0.43915 0.62737 -1.60861 -0.780
C 0.03037 0.32737 0.74663 -0.546
C -0.74399 1.60988 0.65275 -0.518
S -1.68259 2.11383 2.11399 -0.077
H 0.95066 0.44134 1.31485 0.207
H -0.45956 -0.52118 1.17988 0.223
H -1.53234 1.56095 -0.11108 0.227
H -0.10399 2.36481 0.19508 0.229
H -0.70239 2.25656 3.01392 0.103
H 2.18383 -3.86909 0.40058 0.444
H 1.90143 -2.42324 0.18060 0.514
O 2.29254 -3.03356 0.86855 -0.994
H 0.46982 -1.29882 -2.78138 0.494
H -0.70771 -0.59903 -3.18968 0.470
O -0.27139 -1.43975 -3.36551 -0.978

***

17
Properties=species:S:1:pos:R:3:nbo_charge:R:1 method="wB97M-V/def2-TZVPD" lumo_energy_ev=3.034 homo_lumo_gap_ev=8.236 total_charge=-1 e_above_lowest_ev=0.439
O -0.39660 -0.93726 1.52934 -0.791
C 0.06116 0.20720 1.21687 0.781
O 0.49432 1.04903 2.02713 -0.772
C 0.30687 0.51551 -0.29221 -0.548
C -0.81223 -0.08112 -1.18019 -0.470
S -0.09816 -0.27102 -2.92461 -0.116
H 1.26791 0.19446 -0.65469 0.212
H 0.34327 1.60898 -0.24177 0.220
H -1.72384 0.50721 -1.04608 0.218
H -1.12627 -1.07406 -0.92059 0.234
H -0.05868 1.05896 -3.03749 0.112
H -2.85132 -1.51942 1.93467 0.453
H -1.86102 -1.13143 0.95833 0.493
O -2.82148 -1.51109 0.96350 -1.018
H 2.50083 1.35666 2.08348 0.508
H 3.23207 0.59196 0.99923 0.459
O 3.32565 1.36960 1.55869 -0.977

***

17
Properties=species:S:1:pos:R:3:nbo_charge:R:1 method="wB97M-V/def2-TZVPD" lumo_energy_ev=-3.216 homo_lumo_gap_ev=12.986 total_charge=+1 e_above_lowest_ev=0.887
C -0.89145 -2.18425 -0.05079 -0.228
C 2.62395 0.24816 -0.02051 -0.251
C -1.76141 1.85007 -0.52333 -0.248
O 0.30084 -0.42106 1.87549 -0.813
O -0.73337 -0.71697 -0.37218 -0.724
O 1.25748 0.60512 -0.26984 -0.698
O -0.78599 1.58460 0.59335 -0.657
S -0.00160 0.23663 0.56483 2.557
H -0.30619 -2.77411 -0.67782 0.228
H -2.00913 -2.45590 -0.23697 0.233
H -0.82858 -2.13342 0.97666 0.227
H 2.60574 -0.92336 -0.05463 0.207
H 2.88056 0.55273 1.05273 0.229
H 3.19877 0.72090 -0.76809 0.237
H -2.73129 1.88721 -0.08340 0.233
H -1.55414 1.07823 -1.30723 0.227
H -1.26418 2.84541 -0.69828 0.243

***

16
Properties=species:S:1:pos:R:3:nbo_charge:R:1 method="wB97M-V/def2-TZVPD" lumo_energy_ev=0.527 homo_lumo_gap_ev=8.994 total_charge=0 e_above_lowest_ev=2.207 smiles="CSP(S)S.C=C"
C 0.30704 -2.02884 -2.22068 -0.746
S -1.01210 -1.07285 -1.39007 -0.087
P -0.50316 1.00949 -1.40872 0.441
S -0.39372 1.28411 -3.48891 -0.319
S -2.46234 1.65277 -0.85369 -0.284
H 1.35084 -1.80288 -1.87081 0.220
H 0.34796 -1.80249 -3.25655 0.224
H 0.09368 -3.05519 -1.84754 0.243
H -0.11691 2.65019 -3.39315 0.157
H -1.79179 1.93353 0.29724 0.146
C 0.04631 0.74791 1.97480 -0.399
C -1.10061 0.94267 2.63936 -0.375
H 0.66655 0.00145 2.29582 0.201
H 0.31434 1.50566 1.26283 0.200
H -1.69520 0.20530 3.33080 0.198
H -1.73326 1.79286 2.54347 0.178

***

7
Properties=species:S:1:pos:R:3:nbo_charge:R:1 method="wB97M-V/def2-TZVPD" lumo_energy_ev=-3.308 homo_lumo_gap_ev=7.748 total_charge=0 e_above_lowest_ev=3.778
C -0.04841 1.24232 -0.86341 0.146
C 0.79531 -1.58263 -0.00206 0.131
C -0.19018 0.60307 0.39549 -0.189
N 0.09535 1.54981 -1.97255 -0.142
N 0.98715 -2.62675 0.36521 -0.464
Br -2.00658 0.25538 0.77718 0.242
H 0.36736 0.55879 1.30015 0.276

***

8
Properties=species:S:1:pos:R:3:nbo_charge:R:1 method="wB97M-V/def2-TZVPD" lumo_energy_ev="-1.401 / -1.459" homo_lumo_gap_ev="7.263 / 7.023" total_charge=0 e_above_lowest_ev=1.989
C -0.52549 -0.38647 -0.09166 -0.540
C 0.19192 -1.05415 0.81224 -0.149
C -0.29964 1.00180 -0.50574 0.613
N 1.87191 0.84247 0.46091 0.197
N 1.06483 1.37832 -0.15480 -0.096
O -0.95778 1.68885 -1.21550 -0.440
Br 0.10268 -2.79195 1.41945 0.150
H -1.44842 -0.67886 -0.72490 0.265

***

9
Properties=species:S:1:pos:R:3:nbo_charge:R:1 method="wB97M-V/def2-TZVPD" lumo_energy_ev=3.385 homo_lumo_gap_ev=6.630 total_charge=-1 e_above_lowest_ev=2.322 smiles="O=C=NO/C([O-])=C/Br"
O -0.02040 2.52900 -2.45330 -0.574
C -0.15376 1.94820 -1.44625 0.781
N -0.32917 1.10537 -0.59335 -0.253
O -0.53172 0.86927 0.74829 -0.336
C -0.05245 -0.37290 1.21174 0.590
O 0.05736 -0.46008 2.43436 -0.703
C 0.08844 -1.31820 0.23087 -0.614
Br 1.06643 -2.95951 0.76298 -0.114
H -0.12473 -1.34114 -0.89533 0.222

***

8
Properties=species:S:1:pos:R:3:nbo_charge:R:1 method="wB97M-V/def2-TZVPD" lumo_energy_ev=-8.485 homo_lumo_gap_ev=7.107 total_charge=+1 e_above_lowest_ev=2.203
C -1.75316 0.33384 -1.26520 0.346
C 1.24333 -0.48196 0.80606 0.114
C 0.08609 0.51722 0.17471 0.134
N -2.65661 0.56519 -1.93808 -0.137
N -0.74224 -0.05371 -0.55398 -0.348
Cl 0.65807 -2.01171 0.85835 0.386
Cl 2.94591 -0.43315 1.49488 0.259
H 0.21861 1.56428 0.42326 0.246

***

12
Properties=species:S:1:pos:R:3:nbo_charge:R:1 method="wB97M-V/def2-TZVPD" lumo_energy_ev="-1.725 / -1.450" homo_lumo_gap_ev="8.342 / 7.042" total_charge=0 e_above_lowest_ev=1.056
C -1.71163 -1.57191 -0.37227 0.264
C 0.15082 -0.68402 0.26241 0.327
C 0.96699 0.14409 1.04258 -0.158
N -0.78056 -1.93044 -1.20796 -0.237
N 0.35060 -1.47950 -0.80870 -0.242
N 0.70131 2.08919 -0.58053 0.522
O 0.65459 1.68151 -1.71147 -0.290
O 0.49525 3.07867 -0.02805 -0.247
O -1.12087 -0.66435 0.60104 -0.409
Cl 0.41716 1.12435 2.30659 0.125
Cl 2.62218 0.04836 0.86302 0.127
H -2.74584 -1.83595 -0.36665 0.217

***

9
Properties=species:S:1:pos:R:3:nbo_charge:R:1 method="wB97M-V/def2-TZVPD" lumo_energy_ev=0.129 homo_lumo_gap_ev=10.218 total_charge=0 e_above_lowest_ev=0.668 smiles="FC(F)=C(Cl)C(Cl)Cl"
F 2.14336 1.49098 -0.28235 -0.252
C 1.28749 0.57988 -0.14601 0.773
F 1.83708 -0.53654 0.32055 -0.288
C -0.03412 0.62938 -0.33408 -0.203
Cl -0.85183 2.27706 -0.65366 -0.021
C -0.93479 -0.49808 0.06297 -0.271
Cl -0.75317 -1.82645 -0.96925 0.048
Cl -0.49260 -1.19259 1.74537 -0.064
H -2.07609 -0.24351 0.07723 0.276

***

9
Properties=species:S:1:pos:R:3:nbo_charge:R:1 method="wB97M-V/def2-TZVPD" lumo_energy_ev="-2.915 / -2.907" homo_lumo_gap_ev="7.451 / 7.443" total_charge=0 e_above_lowest_ev=3.889 smiles="[H]/N=C(/C#N)C(Cl)(Cl)Cl"
H -0.71213 0.32819 -0.99158 0.337
N 0.12920 -0.34963 -0.88481 -0.396
C 1.47748 0.61754 -0.28140 0.053
C 2.59895 -0.11917 -0.32788 0.155
N 3.36436 -0.99400 -0.26943 -0.155
C 1.23521 1.89500 0.32422 -0.124
Cl -0.36231 2.50487 -0.25917 0.029
Cl 1.04824 1.66642 2.19537 0.008
Cl 2.40453 3.16463 0.00777 0.092

***

8
Properties=species:S:1:pos:R:3:nbo_charge:R:1 method="wB97M-V/def2-TZVPD" lumo_energy_ev="-3.163 / -3.162" homo_lumo_gap_ev="4.709 / 4.710" total_charge=0 e_above_lowest_ev=3.425
C 0.96855 -0.66075 1.14056 0.881
C -0.39367 0.06094 -0.65813 0.035
C 0.81770 -0.40996 -0.17576 -0.383
O 0.99913 -0.76360 2.26625 -0.247
Cl -0.87923 0.45540 -2.28072 0.181
Cl 2.19597 -0.92816 -1.13982 0.099
Cl -2.69402 1.65447 0.88806 -0.861
H -1.01444 0.59166 -0.04043 0.296

***

9
Properties=species:S:1:pos:R:3:nbo_charge:R:1 method="wB97M-V/def2-TZVPD" lumo_energy_ev="-1.383 / -1.991" homo_lumo_gap_ev="8.967 / 7.278" total_charge=0 e_above_lowest_ev=4.387
C 0.45075 1.22100 -1.08750 -0.047
C -0.17750 2.00280 -0.28364 -0.181
C 2.93773 0.15547 -0.09894 0.219
F 2.31649 -0.31277 0.94903 -0.293
Cl -1.64181 2.81928 -0.61589 0.078
Cl 0.54581 2.48632 1.43457 -0.075
Cl 3.38968 -1.03300 -1.30200 0.034
Cl 4.09486 1.34850 0.17237 0.093
H 1.45039 0.74543 -0.83454 0.171

***

9
Properties=species:S:1:pos:R:3:nbo_charge:R:1 method="wB97M-V/def2-TZVPD" lumo_energy_ev=0.579 homo_lumo_gap_ev=10.730 total_charge=0 e_above_lowest_ev=0.895 smiles=F[C@@]1(Cl)[C@@H](Cl)C1(Cl)Cl
F -0.19917 -0.70544 1.69495 -0.309
C 0.38058 -0.51843 0.51933 0.292
Cl 1.96054 -1.26442 0.45486 0.027
C -0.61957 -0.37803 -0.68964 -0.364
Cl -2.08216 -0.92943 -0.56046 0.148
C 0.02372 0.87923 -0.02113 -0.135
Cl 1.45381 1.48163 -0.84982 0.030
Cl -0.82313 2.01382 1.00661 0.071
H -0.09461 -0.57891 -1.55469 0.239

***

10
Properties=species:S:1:pos:R:3:nbo_charge:R:1 method="wB97M-V/def2-TZVPD" lumo_energy_ev="-0.952 / -1.141" homo_lumo_gap_ev="7.882 / 8.058" total_charge=0 e_above_lowest_ev=2.279
C -0.68965 0.02192 0.85776 0.532
C 1.87087 0.05644 0.01916 0.177
C -1.43272 -0.26007 -0.36448 -0.203
O -0.89037 0.42416 1.94551 -0.406
F 2.45307 -0.05140 1.23230 -0.335
Cl 2.09423 1.66108 -0.62223 -0.018
Cl -2.93072 0.97435 -0.44410 -0.059
Cl -2.01166 -1.92401 -0.09608 0.079
Cl -0.61850 -0.20542 -1.95102 0.086
H 2.15544 -0.69705 -0.57684 0.146

***

8
Properties=species:S:1:pos:R:3:nbo_charge:R:1 method="wB97M-V/def2-TZVPD" lumo_energy_ev="-0.634 / -0.709" homo_lumo_gap_ev="5.134 / 6.817" total_charge=0 spin_multiplicity=9 e_above_lowest_ev=0.583
C 1.15363 -0.28600 1.00387 0.117
C 0.52185 -0.30687 -0.04913 -0.844
O 1.62069 -0.29103 2.22779 -0.679
H 2.49752 0.11102 2.28247 0.487
O -1.95260 1.02895 0.21930 -0.431
C -2.33242 0.81585 -0.91754 0.981
O -2.04205 0.20948 -1.88862 -0.582
Eu 0.53337 -1.28141 -2.87814 0.951

***

9
Properties=species:S:1:pos:R:3:nbo_charge:R:1 method="wB97M-V/def2-TZVPD" lumo_energy_ev=-0.290 homo_lumo_gap_ev=9.304 total_charge=0 e_above_lowest_ev=0.000
C 0.78121 0.35777 -2.76868 -0.362
C 0.42839 -0.40071 -1.72280 -0.284
C 0.24347 -1.89368 -1.54763 0.962
F 1.28823 -2.58233 -2.04061 -0.310
F 0.11581 -2.17043 -0.18187 -0.332
F -0.85535 -2.35551 -2.18683 -0.313
S 1.26163 1.86251 -1.95822 0.207
S 0.72745 0.68137 -0.29027 0.184
H 0.82507 -0.13321 -3.70269 0.247

***

10
Properties=species:S:1:pos:R:3:nbo_charge:R:1 method="wB97M-V/def2-TZVPD" lumo_energy_ev="-0.196 / -1.856" homo_lumo_gap_ev="7.436 / 8.278" total_charge=0 spin_multiplicity=3
C -0.24892 1.95751 -0.41002 0.941
C -0.24835 -1.58487 -0.65653 0.155
C -1.42343 0.20454 0.69466 0.578
N -0.45199 0.91015 0.17367 -0.639
O -2.52863 0.51084 1.05809 -0.504
O 0.32258 2.77725 -0.95981 -0.410
F -0.07137 -2.80028 -1.15322 -0.328
S -0.86324 -1.54755 0.91053 0.204
I 3.33316 -0.53329 -0.35198 -0.099
H 2.18020 0.10569 0.69461 0.103

***

6
Properties=species:S:1:pos:R:3:nbo_charge:R:1 method="wB97M-V/def2-TZVPD" lumo_energy_ev="-1.433 / -1.433" homo_lumo_gap_ev="9.048 / 9.051" total_charge=0 e_above_lowest_ev=2.232 smiles="C#CC(=O)F"
C -0.25607 -0.04491 -0.07501 -0.022
C -1.46058 -0.10782 -0.12164 -0.198
C -2.84092 0.00006 -0.10139 0.781
O -3.34571 1.44218 0.03606 -0.555
F -3.68108 -0.96298 0.05765 -0.247
H 0.78415 0.08133 -0.00094 0.240